(1)
Computed, not measured: C5H7NO as an isolated structure, with ωB97M-V with the def2-TZVPD basis set.

ORCA input file:
```
! wB97M-V def2-TZVPD RIJCOSX def2/J DEFGRID3
* xyz 0 1
O -0.2577 -0.4479 -2.7073
C -0.6302 -0.7870 -1.6109
C -0.1258 -0.1708 -0.3422
C 0.8773 0.9704 -0.1508
N 0.5075 0.6344 1.2914
C 0.6178 -0.8144 0.8473
C -0.9185 0.5428 0.7722
H -1.3944 -1.5846 -1.4859
H 1.9256 0.7729 -0.3922
H 0.5798 1.9778 -0.4571
H 1.6473 -1.1459 0.6819
H 0.0713 -1.5117 1.4907
H -1.5793 -0.0593 1.4044
H -1.3663 1.5141 0.5398
*
```

Calculated values
- HOMO: -9.18 eV



(2)
Computed, not measured: one molecule with the formula C5H7NO in a non-equilibrium geometry, with ωB97M-V with the def2-TZVPD basis set.

ORCA input file:
```
! wB97M-V def2-TZVPD RIJCOSX def2/J DEFGRID3
* xyz 0 1
O 1.6187 -1.0586 1.1551
C 2.1658 -0.5632 -0.0578
C 1.1128 -0.3254 -1.0600
C 0.0093 0.0999 -1.3119
C -0.9554 0.8391 -0.5087
C -2.2786 0.3352 -0.1375
N -1.1685 0.2374 0.8177
H 1.1060 -0.3469 1.5688
H 2.6642 0.4054 0.1012
H 2.9025 -1.2803 -0.3979
H -0.7325 1.8993 -0.4719
H -2.6000 -0.5793 -0.6265
H -3.0467 1.0515 0.1318
H -0.7976 -0.7141 0.7975
*
```

Calculated values
- HOMO: -9.30 eV
- SMILES string: OCC#C[C@H]1CN1



(3)
Computed, not measured: one molecule with the formula C5H7NO in a non-equilibrium geometry, with ωB97M-V with the def2-TZVPD basis set.

ORCA input file:
```
! wB97M-V def2-TZVPD RIJCOSX def2/J DEFGRID3
* xyz 0 1
C -1.5345 0.1835 0.7243
N -0.5283 0.2982 -0.3511
C -0.0667 -0.9984 -0.8489
C 1.2355 -1.1045 -0.4869
C 1.7579 0.0941 0.1032
C 0.7707 1.0599 0.1072
O 0.5484 2.2601 0.1754
H -2.4898 -0.1210 0.2892
H -1.6252 1.1608 1.2016
H -1.1993 -0.5696 1.4414
H -0.7653 1.1164 -0.9360
H -0.7763 -1.7434 -1.1813
H 1.8264 -2.0031 -0.6519
H 2.7930 0.3083 0.3206
*
```

Calculated values
- HOMO: -7.43 eV
- SMILES string: C[N@@H+]1C=CC=C1[O-]



(4)
Computed, not measured: a 2-piece molecular cluster, C5H7NO overall in a non-equilibrium geometry, with ωB97M-V with the def2-TZVPD basis set.

ORCA input file:
```
! wB97M-V def2-TZVPD RIJCOSX def2/J DEFGRID3
* xyz 0 1
C -0.3659 0.3406 -0.0371
C -0.5118 -0.6586 -0.9715
C -0.3379 -1.9946 -0.5367
N 0.0586 -2.3796 0.6890
C 0.1787 -1.3203 1.5817
C -0.0257 0.0247 1.2856
H -0.4216 1.3899 -0.3557
H -0.9595 -0.4413 -1.9503
H -0.5120 -2.8209 -1.2386
H 0.3016 -1.7111 2.6003
H 0.0482 0.8700 1.9825
O 1.1960 2.7024 -1.0533
H 0.9987 3.4664 -0.4653
H 0.3525 2.5325 -1.5306
*
```

Calculated values
- HOMO: -9.64 eV
- SMILES string: c1ccncc1.O



Sequential relative energy (zero: lowest compared OMol25 entry of this formula, charge and spin) output: 81.0; 104.5; 49.2; 20.5 kcal per mole